one:
Entry from the OMol25 dataset: an isolated molecule of C7H10N2O2S (ωB97M-V/def2-TZVPD).

The geometry in XYZ format:
```
22
C7H10N2O2S ωB97M-V/def2-TZVPD
C -4.551 -0.356 0.473
C -3.170 -0.843 0.886
O -2.220 -0.679 -0.170
C -1.651 0.520 -0.296
O -1.886 1.467 0.404
C -0.616 0.499 -1.413
C 0.666 0.013 -0.828
C 1.167 -1.247 -0.807
N 2.348 -1.418 -0.159
C 2.776 -0.315 0.346
N 3.889 -0.193 1.110
S 1.734 1.082 0.050
H -4.878 -0.870 -0.428
H -4.524 0.714 0.280
H -5.260 -0.551 1.272
H -2.820 -0.291 1.765
H -3.175 -1.915 1.096
H -0.502 1.510 -1.805
H -0.944 -0.184 -2.196
H 0.707 -2.101 -1.271
H 4.289 0.725 1.210
H 4.533 -0.966 1.066
```

- Gap between HOMO and LUMO: 8.754 eV
- E_LUMO: 0.7 eV
- SMILES: CCOC(=O)Cc1cnc(N)s1
- M: 186.24 g/mol
- Net charge: 0
- 2S+1: 1
- Highest occupied orbital energy: -8.090 eV

Here are the natural (NBO) charges for atoms 1 to 4, given in e: atom 1 (C): -0.634, atom 2 (C): -0.075, atom 3 (O): -0.510, atom 4 (C): 0.808

two:
Entry from the OMol25 dataset: an isolated molecule of C7H10N2O2S (ωB97M-V/def2-TZVPD).

The geometry in XYZ format:
```
22
C7H10N2O2S ωB97M-V/def2-TZVPD
C -1.553 0.074 1.847
S -2.311 0.684 0.294
C -2.152 -0.746 -0.767
C -0.804 -0.759 -1.516
C 0.393 -0.930 -0.680
N 0.582 -2.115 -0.205
N 1.703 -2.053 0.586
C 2.252 -0.782 0.552
C 1.396 -0.047 -0.222
C 1.407 1.495 -0.306
O 2.429 2.198 0.005
O 0.257 2.112 -0.415
H -0.603 -0.518 1.599
H -1.283 0.886 2.572
H -2.229 -0.672 2.513
H -2.976 -0.644 -1.372
H -2.296 -1.673 -0.189
H -0.510 0.060 -2.227
H -0.747 -1.651 -2.139
H 2.133 -2.848 1.175
H 3.029 -0.456 1.237
H -0.649 1.444 -0.703
```

- Gap between HOMO and LUMO: 9.836 eV
- E_LUMO: 0.6 eV
- SMILES: CSCCc1n[nH]cc1C(=O)O
- M: 186.24 g/mol
- Net charge: 0
- 2S+1: 1
- Highest occupied orbital energy: -9.220 eV

Here are the natural (NBO) charges for atoms 1 to 4, given in e: atom 1 (C): -0.776, atom 2 (S): 0.257, atom 3 (C): -0.522, atom 4 (C): -0.471

three:
Entry from the OMol25 dataset: a cluster of 2 separate species, C7H10N2O2S in total (ωB97M-V/def2-TZVPD).

The geometry in XYZ format:
```
22
C7H10N2O2S ωB97M-V/def2-TZVPD
C -0.385 -0.704 -1.982
C -1.882 -0.501 0.014
C 1.312 1.228 0.391
C 1.344 -1.947 -1.473
C -0.580 -0.724 -0.536
C -2.213 -0.972 1.406
C 1.437 2.465 1.201
N 0.603 -1.334 -2.472
N 0.292 1.159 -0.448
O -2.747 0.090 -0.602
O 2.158 0.361 0.407
S 0.423 -2.000 0.182
H -0.989 0.045 -2.440
H 1.661 -3.078 -1.633
H 2.199 -1.265 -1.261
H -3.236 -0.669 1.639
H -1.441 -0.359 2.070
H -1.980 -2.077 1.581
H 1.897 2.246 2.087
H 2.001 3.284 0.842
H 0.407 2.801 1.336
H -0.280 1.951 -0.306
```

- Gap between HOMO and LUMO: 8.022 eV
- E_LUMO: -1.2 eV
- M: 186.24 g/mol
- Net charge: 0
- 2S+1: 1
- Highest occupied orbital energy: -9.254 eV

Here are the natural (NBO) charges for atoms 1 to 4, given in e: atom 1 (C): 0.080, atom 2 (C): 0.489, atom 3 (C): 0.623, atom 4 (C): -0.346

Sorted by energy, starting with the most stable: one, two, three.